DFT (ωB97M-V/def2-TZVPD) results for a structure of composition C56H57CaCl2N4O3P2 in a non-equilibrium geometry.

```
125
Properties=species:S:1:pos:R:3:mulliken_charge:R:1
Ca 0.0093 -0.7199 0.4661 1.83
Cl -4.1593 3.7002 1.4684 -0.13
Cl -3.8154 -0.4262 4.9997 -0.19
P 2.6152 -1.8112 1.7826 1.09
P -1.2357 -0.3214 -2.9835 2.51
O -1.5834 -1.8742 0.5450 -1.11
O -0.4492 0.4772 4.0432 -0.96
O 0.5457 0.8309 2.0686 -0.35
N -0.8165 2.8113 0.3050 0.51
N 1.1538 1.3694 -1.0891 -0.11
N -2.7673 1.9453 3.6388 0.47
N -3.2882 1.1621 -1.3627 0.26
C -3.2548 -3.1817 1.6651 -1.76
C 4.1863 -2.6614 -1.9220 -0.98
C 5.8858 -3.9650 3.1731 -0.73
C 4.2015 0.4707 1.1208 -0.58
C -3.9288 -1.2251 -3.2850 -0.42
C -1.0462 -1.8502 -5.4013 -0.41
C 1.2676 -0.5436 -6.2043 -0.71
C 1.8849 -2.0061 -2.1649 -0.08
C 0.2328 3.5631 -0.3657 -0.98
C 4.0730 -2.4732 -0.5568 -0.05
C 1.7092 -1.7724 -0.7881 -1.15
C -4.9222 -2.1846 -3.1554 -0.71
C -3.3188 -3.7295 -2.2540 -0.54
C -1.9059 1.8664 -4.7030 -0.87
C -5.9684 1.7539 1.7286 -0.54
C -1.5426 5.7682 4.8463 -0.75
C -2.8854 5.4236 4.8513 -0.69
C -3.2617 4.1588 4.4503 -0.14
C 4.7907 1.6898 1.4308 -0.59
C -4.0208 1.5782 3.2003 -1.30
C -3.3474 3.6613 -4.0405 -0.65
C 5.0547 -2.8919 2.8778 -0.08
C -2.5032 3.0868 -4.9806 -0.93
C -2.6283 -1.5104 -2.8833 0.15
C 3.3533 -4.4247 2.1621 -0.13
C -2.3294 -2.7642 -2.3520 -0.08
C 3.5363 0.2166 3.4131 -0.42
C 1.4755 2.6984 -0.5598 -0.33
C -2.1113 1.2145 -3.4902 1.19
C 0.0661 1.2052 3.1785 -0.83
C 4.1257 1.4300 3.7231 -0.64
C 0.2104 2.7124 3.4931 -0.38
C -4.6161 -3.4386 -2.6478 -0.65
C -5.8263 -0.0767 3.2574 -0.51
C 4.7500 2.1737 2.7299 -0.57
C 3.7851 -3.1105 2.3550 -0.14
C -2.3257 3.2190 3.9997 0.45
C 0.7352 -1.5530 -6.9962 -0.65
C 3.0738 -2.4467 -2.7288 -0.85
C -2.9635 1.8083 -2.5257 -0.24
C -1.7533 -2.9111 1.4396 1.95
C -0.6107 4.8345 4.4304 -0.73
C 4.1822 -5.4935 2.4543 -0.70
C -3.5801 3.0276 -2.8362 -0.72
C -4.6192 0.4107 3.7165 0.60
C -0.5263 -0.8361 -4.6045 -0.45
C -1.1154 -2.6041 2.8089 -1.13
C -6.5022 0.5908 2.2508 -0.59
C -0.4187 -2.2033 -6.5890 -0.66
C -4.7583 2.2369 2.1961 1.11
C 2.8542 -2.0471 -0.0139 0.92
C -1.0955 -4.2171 0.9324 -1.28
C -0.9579 3.5581 3.9869 0.26
C 5.4571 -5.2651 2.9576 -0.47
C 3.5723 -0.2805 2.1082 0.46
C 0.6464 -0.1983 -5.0173 0.01
H -5.9366 -1.9531 -3.4569 0.42
H 4.9306 -2.6474 0.0855 0.49
H 3.1362 -2.6244 -3.7986 0.46
H -1.2257 6.7513 5.1706 0.36
H -2.6409 0.4841 -0.9959 -0.38
H 6.8825 -3.7821 3.5568 0.39
H -1.3247 -2.9663 -2.0004 0.18
H -3.8336 4.6055 -4.2534 0.36
H 2.1672 -0.0280 -6.5169 0.43
H -1.4562 3.4366 0.7766 0.09
H 1.0464 -1.8581 -2.8320 0.53
H -4.2615 3.4670 -2.1152 0.42
H -1.9455 -2.3677 -5.0944 0.39
H -2.3207 3.5785 -5.9276 0.38
H 0.4399 5.1053 4.4332 0.42
H 1.0763 0.5754 -4.3896 0.32
H -3.7249 -2.2783 2.0593 0.13
H 2.1707 3.2475 -1.2115 0.53
H -7.4425 0.2096 1.8778 0.40
H -3.7275 -3.4237 0.7110 0.28
H -1.1191 -4.9866 1.7082 0.48
H -6.4820 2.2949 0.9456 0.43
H 0.9912 2.7531 4.2590 0.73
H 2.3595 -4.5970 1.7619 0.35
H -3.7019 1.7402 -0.6509 -0.05
H 0.6241 3.2021 2.6077 0.35
H -4.3035 3.8647 4.4938 0.46
H 5.1986 3.1314 2.9638 0.35
H 4.0889 1.8098 4.7371 0.43
H -4.1692 -0.2528 -3.6962 0.33
H 1.2196 -1.8300 -7.9241 0.36
H -1.6188 -4.5976 0.0533 0.04
H -3.0825 -4.7074 -1.8542 0.39
H -1.3449 -3.3848 3.5372 0.61
H 1.9603 2.5564 0.4096 0.02
H 5.4009 -1.8785 3.0404 0.37
H 5.1308 -2.9729 -2.3540 0.38
H 1.9893 0.7988 -1.1626 0.05
H -1.2715 1.4173 -5.4541 0.31
H 0.5325 4.4618 0.1935 0.35
H -1.4723 -1.6459 3.1840 -0.17
H 3.8413 -6.5066 2.2798 0.41
H -2.1271 1.1914 3.9156 0.09
H -5.3927 -4.1884 -2.5559 0.36
H -0.0299 -2.5366 2.7042 0.05
H 4.2289 0.1002 0.1036 0.30
H -0.8419 -2.9862 -7.2064 0.39
H 6.1130 -6.0986 3.1766 0.35
H -0.3833 2.2220 1.0095 -0.61
H -0.1397 3.8980 -1.3425 0.41
H 5.2757 2.2699 0.6548 0.40
H -6.2392 -0.9696 3.7052 0.42
H -0.0573 -4.0096 0.6573 0.05
H -3.4130 -4.0033 2.3697 0.42
H 0.7218 1.4451 -2.0010 -0.10
H -3.6363 6.1276 5.1877 0.40
H 3.0170 -0.3553 4.1750 0.32
```

Properties
**HOMO level**: -5.1016 eV
**DFT total energy**: -4893.80219 Eh
**Relative energy (zero: lowest compared OMol25 entry of this formula, charge and spin)**: 114.4 kJ/mol
**Frontier orbital gap**: 7.52 eV
**Charge**: -1
**Molecular weight**: 1007.03 u
**LUMO level**: 2.4 eV

DFT (ωB97M-V/def2-TZVPD) results for a structure of composition C36H44As2N4O8Rh in a non-equilibrium geometry.

```
95
Properties=species:S:1:pos:R:3:mulliken_charge:R:1
Rh 0.0324 -0.0746 2.0807 0.08
As 1.4185 -1.7531 -4.6930 0.32
As 0.5270 -0.0978 -1.2955 0.82
O 0.2171 3.0363 -3.6137 -0.32
O -1.1896 -3.6301 -3.7967 -0.59
O 3.1612 -1.7317 -0.5443 -0.11
O 0.8555 0.4922 -6.6043 -0.56
O 3.3533 -2.7838 -2.5124 -0.59
O -1.0261 1.2296 -5.6131 -0.18
O -1.3356 2.1072 -2.3860 -0.50
O -1.2979 -2.7287 -1.7349 -0.16
N -1.6602 -1.1506 2.1661 0.24
N 0.4926 -1.4046 3.4274 -0.11
N -0.5800 1.7821 1.8152 0.19
N 1.7357 0.9322 2.2290 0.53
C -0.6974 -2.9477 -2.9386 0.59
C -2.0239 2.0022 1.8697 -1.50
C 0.7482 5.2662 1.7851 -0.90
C 0.1428 0.5973 -5.6356 -0.43
C -4.0033 0.9124 0.6281 -1.64
C -0.5143 -2.1404 5.4786 -0.28
C 0.4891 -0.0195 -4.3215 1.22
C -1.4849 1.8036 -6.8463 -0.85
C 2.1691 0.9801 -1.1059 -1.19
C 2.8716 3.0293 2.0408 -0.21
C -3.9263 -0.3931 1.4291 -0.57
C -1.4886 -2.6493 6.3312 -0.76
C -2.5499 -3.3919 -1.5226 -0.87
C 0.6136 -2.3124 -3.0266 0.17
C -2.7423 -3.1307 6.0278 -0.55
C 2.1232 5.4077 1.8233 -0.68
C -2.6757 -1.2493 1.1231 -0.25
C -1.7934 -1.8393 3.2865 1.61
C -2.9450 -2.6072 3.5891 -0.64
C 0.3318 2.7586 1.8704 1.45
C 1.2881 -1.7483 -1.9574 -0.21
C -0.3402 1.9614 -3.0517 -0.33
C -3.3507 -3.1734 4.7713 -0.70
C 2.9883 0.2928 2.5936 -0.88
C 0.2727 0.6010 -3.1590 0.09
C -0.0195 4.1145 1.7863 -0.57
C 1.5343 3.0604 -4.1687 -0.59
C 2.8466 -1.2008 2.8537 -1.45
C 4.5286 -2.0855 -0.3000 -0.87
C -2.6848 1.6748 0.5240 1.05
C 1.6971 2.2457 2.0502 0.54
C 1.8392 -1.5287 3.9521 -0.81
C 3.0611 4.3891 1.9186 -0.86
C -0.5865 -1.8154 4.1269 0.08
C 0.2287 -2.4797 -6.0641 -1.19
C 2.6886 -2.1323 -1.7413 0.29
H -1.0781 4.2993 1.6751 0.19
H -2.2843 3.0115 2.1857 0.64
H -0.8133 -2.2221 -5.8910 0.36
H 2.0003 -0.8616 4.8095 0.46
H 0.5586 -2.0979 -7.0273 0.37
H -2.1948 2.5772 -6.5720 0.27
H -2.8518 2.5879 -0.0462 0.60
H -4.7716 1.5462 1.0794 0.43
H 2.7181 0.6879 -0.2169 0.02
H -1.9761 1.0945 -0.0611 -0.83
H 4.8412 -1.5264 0.5777 0.27
H 1.8676 2.0249 -1.0128 0.42
H -3.3141 -3.5335 6.8541 0.35
H -3.6432 -2.7212 2.7710 0.37
H 5.1454 -1.8311 -1.1594 0.40
H -2.4853 -3.9346 -0.5811 0.22
H 4.6174 -3.1556 -0.1149 0.31
H -1.9802 1.0389 -7.4430 0.30
H -1.1992 -2.7187 7.3731 0.36
H 4.0959 4.7110 1.9001 0.38
H 2.5045 6.4196 1.7746 0.37
H 0.4316 -1.9117 5.9531 0.35
H -3.3425 -2.6455 -1.4786 0.27
H 2.2501 3.3154 -3.3858 0.23
H -0.6504 2.2157 -7.4090 0.35
H 3.7892 2.4665 2.1357 0.31
H -2.9575 -2.2952 0.9915 0.45
H 1.5333 3.8476 -4.9178 0.29
H 0.1852 6.1895 1.7173 0.36
H -4.3305 0.6896 -0.3902 0.44
H 1.9917 -2.5579 4.2873 0.55
H 2.5499 -1.7140 1.9367 0.03
H 0.3264 -3.5628 -6.0581 0.42
H -2.7530 -4.0845 -2.3345 0.48
H 1.8291 2.1246 -4.6348 0.31
H 2.7997 0.8542 -1.9856 0.68
H -2.2146 -0.9310 0.1894 -0.38
H -3.9405 -0.1729 2.4988 0.55
H 3.7413 0.4271 1.8075 0.56
H -4.8250 -0.9777 1.2211 0.43
H 3.3728 0.7687 3.5049 0.69
H -2.4006 1.3345 2.6446 0.13
H -4.3089 -3.6780 4.7314 0.38
H 3.8262 -1.5751 3.1556 0.52
```

Properties
**HOMO level (spin up / spin down)**: -10.1373 / -9.9143 eV
**DFT total energy**: -6800.87249 Eh
**Frontier orbital gap (spin up / spin down)**: 5.85 / 5.19 eV
**Charge**: +1
**Molecular weight**: 913.52 u
**LUMO level (spin up / spin down)**: -4.3 / -4.7 eV

DFT (ωB97M-V/def2-TZVPD) results for a structure of composition C32H29BrI2N10O3STa in a non-equilibrium geometry.

```
79
Properties=species:S:1:pos:R:3:mulliken_charge:R:1
Ta -0.3976 -0.3469 -0.1410 -1.19
I 2.0161 0.9113 0.1623 -0.42
I -2.6593 6.4349 2.5793 0.11
Br -1.3125 -3.0907 -1.6608 0.00
S -1.4342 2.1087 -0.7265 0.03
O -2.2679 -0.5817 -0.0500 0.46
O 0.3974 -1.7742 0.6934 1.64
O -0.3019 -0.1284 -1.9968 0.05
N -1.7313 -3.5318 1.9684 -0.43
N 1.3609 -2.4942 -1.8521 0.43
N -3.4021 -0.7515 0.6262 -0.74
N -2.8727 2.9981 -2.7378 0.24
N -0.2662 -0.5022 4.4550 0.01
N -5.6140 -1.8619 2.9387 -0.39
N -0.5946 2.7636 1.9836 0.12
N -0.7404 -0.1683 2.3440 1.21
N -1.6061 1.2095 -3.3274 -0.24
N 0.4217 3.5754 2.2818 -0.27
C 3.0792 -3.7943 -2.8671 -0.87
C 2.2711 -3.1176 1.3272 -1.08
C 2.1545 -4.7754 -3.1939 -0.47
C 3.3419 -2.6527 3.4320 -0.98
C 2.3357 -1.7585 3.7424 -0.78
C 1.4436 -1.5776 -5.5772 -0.52
C -2.5203 -2.7289 1.7457 0.05
C -2.0154 2.0637 -2.3479 0.27
C -1.2266 -0.8359 -5.3476 -0.48
C 1.3016 -2.1620 1.6009 0.70
C -0.7708 0.2476 -3.1628 0.08
C 0.8252 -4.6034 -2.8384 -0.77
C -1.3374 4.8417 2.3968 -0.86
C 1.0238 -0.8522 -4.4753 -0.24
C 0.5034 -3.4349 -2.1718 0.50
C -3.5042 -1.7190 1.4623 1.11
C -1.7311 0.3870 3.1189 -1.06
C -0.8033 -1.5735 -6.4391 -0.69
C 0.5282 -1.9515 -6.5516 -0.56
C -3.4273 3.9816 -1.8142 -0.90
C 2.6378 -2.6707 -2.1894 -0.53
C 1.2972 -1.5205 2.8450 0.41
C -1.6768 3.5222 2.0608 -0.03
C -1.4523 0.1827 4.4297 -1.12
C -3.2596 3.1288 -4.1466 -0.61
C 0.0307 4.8405 2.5324 -0.18
C 3.2836 -3.3594 2.2379 -0.73
C -2.5707 5.2427 -1.7375 -0.88
C -4.7012 -1.7883 2.2475 -0.16
C 0.1433 -0.7032 3.1843 0.19
C -0.3153 -0.4901 -4.3539 0.47
C -4.4889 2.2940 -4.4802 -1.09
H 2.4861 -1.8515 -5.6723 0.48
H -2.2593 -0.5323 -5.2436 0.46
H -4.4327 4.2257 -2.1594 0.39
H 4.1231 -3.8987 -3.1261 0.50
H -1.5564 4.9904 -1.4305 0.22
H -3.4578 4.1843 -4.3328 0.39
H 0.7192 5.6234 2.7976 0.48
H 0.2059 -0.8419 5.2751 0.21
H -1.5140 -1.8596 -7.2022 0.44
H -4.2729 1.2356 -4.3402 0.24
H -3.4961 3.5291 -0.8263 0.41
H -5.3329 2.5599 -3.8436 0.34
H 1.3633 3.2246 2.2213 0.14
H 1.7356 -0.5248 -3.7297 0.48
H 0.0658 -5.3345 -3.0729 0.49
H 3.3089 -1.8716 -1.8938 0.46
H -2.9950 5.9345 -1.0111 0.31
H -2.4204 2.8112 -4.7578 0.45
H 4.0371 -4.0980 2.0015 0.46
H 2.2253 -3.6657 0.3966 0.50
H 4.1603 -2.8089 4.1203 0.40
H -2.0035 0.4421 5.3148 0.48
H 0.8534 -2.5389 -7.3998 0.43
H -2.6586 3.1239 1.8691 0.54
H -2.5332 5.7488 -2.7025 0.38
H -4.7756 2.4644 -5.5169 0.38
H 2.3691 -1.2159 4.6791 0.49
H -2.5706 0.9020 2.6906 0.79
H 2.4570 -5.6669 -3.7261 0.45
```

Properties
**HOMO level**: -10.7998 eV
**DFT total energy**: -5634.59652 Eh
**Relative energy (zero: lowest compared OMol25 entry of this formula, charge and spin)**: 201.5 kJ/mol
**Frontier orbital gap**: 6.86 eV
**Charge**: +1
**Molecular weight**: 1148.38 u
**LUMO level**: -3.9 eV